Computed, not measured: the molecule C21H24N2O4S2 in a non-equilibrium geometry, with the ωB97M-V functional and the def2-TZVPD basis.

The value obtained for the molar mass is 432.567 g mol⁻¹. Its LUMO energy is -0.222 eV. The value obtained for the HOMO energy is -0.24517 Ha. The relative energy (zero: lowest compared OMol25 entry of this formula, charge and spin) is 6.370 eV. As for the frontier orbital gap: 6.4491 eV.

Structure (XYZ):
```
53
Properties=species:S:1:pos:R:3:forces:R:3
C -0.52014 2.53355 -2.85975 -0.1154 -0.5439 0.1558
C 0.02092 4.05521 3.45800 0.0085 -0.0653 0.1933
C 2.14145 -6.10116 -1.29725 -0.1473 -0.0793 0.1217
C -0.22583 1.68189 1.84992 0.7329 0.3254 -0.0612
C 1.02522 -4.10441 -0.59744 -0.1718 0.0582 -0.3836
C 0.56183 -3.93263 -1.88670 0.0367 0.9471 0.1780
N 0.92869 1.99063 2.46607 -0.7481 0.6965 -0.1128
C -1.07696 3.95198 2.41433 -0.0751 0.0102 0.0630
H 2.37274 1.00027 1.40435 0.4290 -0.3358 0.0187
O -0.48719 -3.34452 1.39732 0.9728 0.1248 0.2545
C -0.40770 0.32212 1.19839 -5.4739 -1.3403 1.3618
H 2.72714 -6.98793 -1.03375 -0.1690 0.3514 -0.2799
C -2.47938 2.25633 1.28119 -0.1313 0.0888 -0.4937
C 1.26026 3.36497 2.90445 -0.2100 0.0475 0.1877
H 1.68297 3.92758 2.05042 -0.1258 -0.2032 0.3232
C -0.57860 0.63584 -1.32769 -0.3190 1.4420 -0.3044
C 1.81224 -5.20679 -0.28025 -0.1676 0.3199 0.1433
H 1.10737 0.15767 0.10517 -0.1731 -1.0783 -3.0992
H 2.79791 1.44858 3.06230 0.2899 -0.1744 0.1809
H 1.68882 0.06881 2.76366 0.2485 0.0420 -0.0784
C 2.01895 1.05376 2.42986 0.1617 -0.4357 -0.4104
C -0.10048 1.91340 -1.64708 -0.0801 0.5260 -1.4293
H -1.49169 0.30544 0.78071 1.8469 -0.1014 1.5381
H -1.60413 2.14933 -4.77156 -0.0168 -0.0276 1.6403
C -0.15694 -1.60354 -0.55907 0.3196 -3.4412 -0.7146
H 2.13328 -5.30948 0.75600 0.1158 -0.2522 -0.3237
O 0.36728 -1.75559 -3.24239 -0.6510 0.2305 0.1701
H -2.61782 1.17237 1.34237 -0.5067 0.7523 -0.0179
O 1.75550 -2.19312 1.09594 -0.3312 -0.3858 0.6360
H 2.01495 3.32018 3.70002 -0.0836 -0.2185 -0.3761
C 0.09911 -0.21680 -0.34107 3.0103 2.2680 3.7081
H -0.89418 4.63517 1.56951 -0.1899 -0.0859 0.2759
O -1.73936 -2.80586 -2.37703 -0.1194 0.1056 -0.4626
H -2.02893 4.18506 2.89973 0.0427 0.1470 -0.3475
S -0.36981 -2.40271 -2.17040 1.0766 0.0918 1.3153
S 0.54664 -2.78865 0.53759 -0.8407 0.9054 -1.2076
H -2.37099 -0.58251 -1.49421 0.6603 -0.1570 -0.3744
H -2.90674 0.20760 -3.83111 0.7014 0.5331 0.7991
H -0.31553 3.54285 4.37778 0.2339 0.1142 -0.3607
H 0.61943 -4.55407 -3.96883 0.0503 -0.1447 0.5776
C -2.13197 0.71340 -3.20547 0.1785 0.5773 0.2592
C 0.92048 -4.77544 -2.93632 -0.0078 -0.1236 0.2168
C -1.47216 1.86244 -3.68191 0.6430 -0.0222 -0.7109
H -2.44243 2.58400 0.22900 -0.6155 -0.1588 0.3238
H 0.22664 5.11151 3.74830 -0.1397 -0.7284 -0.4413
H -3.22090 2.75471 1.88510 -0.5354 0.2032 -0.2332
C -1.74794 0.19030 -1.95236 -0.6201 0.1421 -0.8575
H 0.64614 2.42189 -1.01171 -0.1322 -0.5175 -0.5003
H -0.01942 3.47200 -3.20269 -0.6279 -0.9154 0.3548
N -1.20953 2.58712 1.87529 0.8574 -0.6014 0.1541
C 1.70288 -5.88506 -2.61675 -0.0883 -0.0325 0.2205
H 1.94774 -6.60409 -3.39865 0.0853 0.2098 0.2208
H -0.50985 -0.42361 2.10866 0.9117 0.9103 -2.0113
```
Positions in Å, forces in eV/Å.

Charges per atom according to Löwdin partitioning, unit e: -0.077, -0.150, -0.070, -0.191, -0.253, -0.248, -0.084, -0.130, 0.098, -0.330, -0.048, 0.107, -0.018, -0.128, 0.141, -0.253, -0.047, 0.125, 0.091, 0.100, -0.015, -0.038, 0.096, 0.115, -0.405, 0.122, -0.315, 0.089, -0.340, 0.126, -0.308, 0.141, -0.325, 0.124, 0.694, 0.683, 0.119, 0.125, 0.129, 0.128, -0.059, -0.041, -0.096, 0.114, 0.134, 0.092, -0.071, 0.113, 0.104, -0.079, -0.069, 0.105, 0.173